Entry from OMol25: a cluster of 15 separate species, C52H118O38 in total (ωB97M-V with the def2-TZVPD basis set).

Geometry (Å):
C 2.556 5.392 1.917
O 1.995 4.133 2.088
C 1.892 3.710 3.454
C 1.334 2.313 3.468
O 2.210 1.265 2.924
C 3.572 1.234 3.379
H 2.543 5.559 0.840
H 3.564 5.491 2.320
H 1.971 6.157 2.426
H 1.208 4.343 4.020
H 2.870 3.724 3.934
H 0.397 2.301 2.911
H 1.111 2.088 4.511
H 4.054 2.017 2.793
H 4.085 0.299 3.155
H 3.525 1.388 4.457
C 6.792 4.128 -5.592
O 5.375 4.263 -5.199
C 5.035 3.202 -4.379
C 3.549 3.109 -4.162
O 2.786 3.207 -5.397
C 1.930 2.180 -5.749
H 6.937 3.225 -6.184
H 7.502 4.125 -4.764
H 7.032 4.891 -6.332
H 5.507 3.374 -3.412
H 5.395 2.318 -4.906
H 3.255 3.963 -3.551
H 3.307 2.312 -3.459
H 1.309 2.377 -6.623
H 1.196 1.961 -4.974
H 2.541 1.306 -5.971
C 0.573 -3.081 4.950
O -0.259 -2.965 6.018
C 0.158 -1.992 6.928
C 1.577 -2.114 7.530
O 2.629 -1.783 6.564
C 2.716 -0.280 6.346
H 0.153 -3.798 4.244
H 1.519 -3.548 5.224
H 0.796 -2.118 4.492
H -0.539 -2.067 7.762
H 0.010 -1.006 6.488
H 1.772 -3.156 7.785
H 1.667 -1.608 8.491
H 3.725 -0.147 5.955
H 2.551 0.228 7.296
H 1.935 0.066 5.668
C 7.306 -4.223 -0.542
O 6.295 -4.084 -1.503
C 4.914 -4.330 -1.195
C 3.892 -3.436 -1.899
O 3.970 -2.192 -1.256
C 3.187 -1.135 -1.785
H 6.992 -3.869 0.440
H 8.231 -3.709 -0.804
H 7.418 -5.302 -0.441
H 4.712 -4.454 -0.131
H 4.799 -5.349 -1.565
H 2.877 -3.821 -1.795
H 4.216 -3.432 -2.939
H 3.430 -0.954 -2.832
H 3.368 -0.178 -1.294
H 2.120 -1.348 -1.718
C -8.718 -2.011 3.146
O -7.607 -1.151 3.291
C -6.430 -1.572 2.519
C -5.628 -2.566 3.415
O -4.508 -3.024 2.596
C -3.614 -3.756 3.359
H -9.081 -1.999 2.118
H -9.586 -1.778 3.763
H -8.563 -3.070 3.351
H -5.793 -0.693 2.425
H -6.721 -1.988 1.554
H -6.292 -3.388 3.680
H -5.299 -2.042 4.312
H -3.029 -3.117 4.022
H -2.833 -4.318 2.847
H -4.155 -4.548 3.877
C 0.283 1.586 -1.478
O 0.316 0.329 -0.803
C 0.638 0.324 0.549
C 0.645 -1.051 1.170
O -0.583 -1.773 1.104
C -0.434 -3.145 0.836
H -0.120 1.615 -2.490
H 1.304 1.928 -1.647
H -0.293 2.339 -0.940
H -0.057 0.957 1.101
H 1.602 0.830 0.580
H 0.728 -0.998 2.255
H 1.471 -1.619 0.742
H 0.234 -3.673 1.517
H -0.147 -3.336 -0.198
H -1.360 -3.699 0.989
C -1.988 -0.018 3.974
O -2.679 1.189 3.976
C -4.061 1.131 3.535
C -4.817 2.485 3.671
O -4.801 2.693 5.025
C -5.390 3.914 5.389
H -0.929 0.166 4.154
H -2.211 -0.448 2.997
H -2.358 -0.694 4.745
H -4.554 0.271 3.987
H -4.088 0.846 2.483
H -5.865 2.330 3.415
H -4.444 3.287 3.035
H -6.293 4.243 4.875
H -4.542 4.598 5.394
H -5.684 3.713 6.419
C -3.422 0.628 -4.071
O -3.253 0.202 -5.399
C -4.380 -0.334 -6.021
O -5.500 -0.593 -5.545
O -3.920 -0.635 -7.308
C -4.940 -1.135 -8.193
H -4.227 1.362 -4.021
H -2.482 0.996 -3.660
H -3.694 -0.287 -3.547
H -4.505 -0.926 -9.170
H -5.885 -0.592 -8.155
H -5.100 -2.189 -7.964
C -2.747 -0.360 -0.317
O -3.385 0.653 -1.089
C -3.267 1.914 -0.761
O -2.543 2.353 0.115
O -4.175 2.673 -1.498
C -4.374 4.064 -1.308
H -3.368 -1.251 -0.229
H -2.447 -0.055 0.685
H -1.834 -0.548 -0.883
H -5.159 4.247 -0.575
H -4.603 4.534 -2.264
H -3.489 4.547 -0.894
C -3.946 -3.833 -0.383
O -4.445 -4.266 -1.658
C -3.769 -4.074 -2.806
O -2.777 -3.420 -2.937
O -4.508 -4.566 -3.773
C -3.931 -4.640 -5.085
H -3.803 -4.803 0.094
H -4.736 -3.380 0.216
H -2.997 -3.307 -0.284
H -3.151 -5.382 -4.914
H -3.671 -3.627 -5.393
H -4.664 -5.028 -5.793
C -0.012 5.272 -0.539
O 0.136 6.503 0.136
C 0.539 7.514 -0.497
O 0.992 7.514 -1.608
O 0.440 8.615 0.294
C 0.947 9.850 -0.113
H 0.843 5.122 -1.198
H -0.917 5.118 -1.125
H 0.052 4.534 0.261
H 1.052 10.486 0.766
H 0.338 10.315 -0.888
H 1.932 9.717 -0.561
C 4.074 -2.483 2.383
O 3.057 -3.442 2.196
C 3.339 -4.769 2.519
O 4.263 -5.209 3.147
O 2.344 -5.534 1.888
C 2.423 -6.956 1.975
H 3.907 -1.928 3.306
H 4.043 -1.739 1.587
H 5.108 -2.828 2.343
H 3.463 -7.269 2.059
H 2.097 -7.464 1.067
H 2.040 -7.456 2.865
C 4.155 2.922 -0.070
O 5.008 1.869 -0.421
C 6.320 2.044 -0.611
O 6.783 3.158 -0.929
O 6.984 0.860 -0.693
C 6.467 -0.425 -0.271
H 4.224 3.651 -0.878
H 4.424 3.361 0.890
H 3.123 2.603 0.078
H 5.855 -0.518 0.627
H 7.381 -1.011 -0.173
H 5.996 -0.939 -1.109
C 0.713 5.886 -4.824
O -0.048 5.265 -3.786
C -1.088 4.387 -3.981
O -1.694 3.737 -3.131
O -1.339 4.229 -5.308
C -2.456 3.492 -5.714
H 1.425 6.573 -4.368
H 0.031 6.548 -5.359
H 1.110 5.143 -5.516
H -2.564 2.611 -5.080
H -2.401 3.201 -6.763
H -3.363 4.052 -5.488
C -0.012 -4.925 -2.977
O -0.017 -5.541 -1.687
C -1.031 -6.330 -1.275
O -2.056 -6.657 -1.858
O -0.818 -6.535 0.038
C -1.647 -7.407 0.814
H 0.001 -3.875 -2.684
H -0.915 -5.031 -3.578
H 0.900 -5.113 -3.543
H -1.364 -8.406 0.480
H -2.725 -7.280 0.719
H -1.478 -7.490 1.888

Cartesian forces (eV/Å) of the 3 atoms listed first:
-0.1031 0.6302 -0.0879
-0.1799 -1.0427 0.8956
0.1593 -0.1967 -1.1499

Computed properties:
- LUMO energy: 0.506 eV
- Kohn-Sham gap: 0.3608 hartree
- E_HOMO: -9.313 eV